1.
{"formula": "F2Zn", "method": "the ωB97M-V functional and the def2-TZVPD basis", "s_squared": 0.76, "e_tot_ev": -53839.891, "charge": 1, "multiplicity": 2, "e_homo_ev": [-19.233, -18.440], "orbital_gap_ha": [0.408, 0.164], "elements": ["Zn", "F", "F"], "coordinates": [[-0.0740, -0.0286, 0.0340], [-0.8257, 1.3198, 1.0623], [0.8997, -1.2913, -1.0962]], "lowdin_charge": [1.28, -0.38, 0.10]}

2.
{"formula": "C13H24BrO10S2", "method": "the ωB97M-V functional and the def2-TZVPD basis", "de_lowest_kcal_mol": 67.3, "e_tot_ev": -126047.842, "charge": -1, "e_homo_ev": -1.694, "orbital_gap_ha": 0.137, "elements": ["O", "C", "O", "C", "C", "C", "C", "C", "C", "C", "C", "Br", "H", "H", "H", "H", "H", "H", "H", "H", "H", "H", "H", "H", "H", "H", "H", "H", "C", "C", "O", "S", "O", "O", "O", "H", "H", "H", "H", "C", "C", "O", "S", "O", "O", "O", "H", "H", "H", "H"], "coordinates": [[0.1545, 0.3326, 0.2139], [0.1967, 0.5044, -1.1360], [1.2151, -0.2274, -1.9119], [0.6192, -1.0259, -2.9951], [0.5500, -2.6566, -2.6300], [-0.3394, -2.9476, -1.2719], [-1.9830, -2.8899, -1.5457], [-2.7806, -1.9216, -0.4920], [-4.1406, -1.2624, -1.1235], [-4.9036, -2.1733, -2.2517], [-6.0590, -1.1752, -2.9349], [-5.6799, -1.0594, -4.9335], [-0.5919, 1.2496, -1.5754], [1.3691, -0.9492, -3.9202], [-0.4206, -0.6108, -3.3714], [1.6700, -2.9725, -2.3945], [0.1815, -3.2398, -3.5827], [-0.1174, -4.0724, -0.9400], [-0.0099, -2.2760, -0.3661], [-2.0968, -2.5113, -2.6565], [-2.4350, -3.9735, -1.4237], [-2.0503, -0.9910, -0.3311], [-3.9342, -0.1580, -1.4882], [-4.9069, -1.1497, -0.2148], [-4.2363, -2.5266, -3.1460], [-5.5171, -3.0344, -1.7319], [-7.1537, -1.5127, -2.6965], [-5.9193, -0.0626, -2.5350], [1.2720, 3.1189, 1.2916], [1.5903, 3.5828, -0.1272], [2.0869, 4.9115, 0.0172], [2.8731, 5.0314, 1.4412], [4.2877, 4.8654, 1.1910], [2.3292, 6.1533, 2.1705], [2.3101, 3.6553, 2.1100], [0.3186, 3.5317, 1.6368], [1.2466, 2.0290, 1.3736], [0.7122, 3.5679, -0.7772], [2.3830, 2.9727, -0.5728], [3.8287, 0.0126, 5.2131], [3.2887, -0.9534, 4.1619], [2.5452, -0.1415, 3.2559], [3.2369, 1.3335, 3.1763], [4.0938, 1.3678, 2.0119], [2.2227, 2.3285, 3.4368], [4.1809, 1.1959, 4.4984], [3.0555, 0.2731, 5.9432], [4.7001, -0.3909, 5.7356], [2.6527, -1.7285, 4.5960], [4.1045, -1.4234, 3.6026]], "lowdin_charge": [-0.08, -0.14, -0.14, -0.21, -0.19, -0.22, -0.33, -0.30, -0.33, -0.29, -0.58, 0.43, 0.16, 0.12, 0.13, 0.11, 0.11, 0.10, 0.10, 0.07, 0.08, -0.01, 0.08, 0.09, 0.06, 0.11, 0.06, 0.06, -0.17, -0.17, -0.20, 0.69, -0.24, -0.25, -0.32, 0.15, 0.10, 0.13, 0.14, -0.18, -0.17, -0.18, 0.72, -0.21, -0.24, -0.19, 0.13, 0.13, 0.14, 0.13]}

3.
{"formula": "C26H24CsN4O4", "method": "the ωB97M-V functional and the def2-TZVPD basis", "de_lowest_kcal_mol": 11.9, "e_tot_ev": -42049.486, "charge": -1, "e_homo_ev": -3.233, "orbital_gap_ha": 0.185, "elements": ["Cs", "C", "O", "C", "C", "C", "C", "C", "C", "N", "N", "C", "O", "C", "C", "C", "C", "C", "C", "C", "O", "H", "H", "H", "H", "H", "H", "H", "H", "H", "H", "H", "H", "C", "N", "N", "C", "O", "C", "C", "C", "C", "C", "C", "C", "C", "C", "H", "H", "H", "H", "H", "H", "H", "H", "H", "H", "H", "H"], "coordinates": [[0.2162, 0.7000, -0.1825], [3.4630, -3.6830, -0.0632], [4.4967, -3.0343, -0.7724], [4.3152, -1.7435, -1.2439], [5.4691, -1.0111, -1.3902], [5.4642, 0.2957, -1.8937], [4.2604, 0.8600, -2.2473], [3.0771, 0.1268, -2.1176], [1.7911, 0.6208, -2.6179], [1.2475, 1.7817, -2.6171], [1.9999, 2.9188, -2.1982], [2.2207, 3.1074, -0.9309], [1.8588, 2.4423, 0.1063], [3.0691, 4.3294, -0.6349], [3.3670, 5.2784, -1.6096], [4.1447, 6.3828, -1.3042], [4.6462, 6.5517, -0.0187], [4.3615, 5.6047, 0.9541], [3.5725, 4.5045, 0.6476], [3.0231, -1.2011, -1.5783], [1.9202, -1.8371, -1.3991], [3.9103, -4.6112, 0.2994], [2.5907, -3.8779, -0.6836], [3.1340, -3.0826, 0.7948], [6.3960, -1.4880, -1.0897], [6.3896, 0.8498, -1.9842], [4.2053, 1.8655, -2.6416], [1.1401, -0.1729, -2.9977], [2.9742, 5.1200, -2.6046], [4.3627, 7.1168, -2.0716], [5.2567, 7.4151, 0.2192], [4.7559, 5.7262, 1.9561], [3.3297, 3.7576, 1.3900], [-5.3655, -3.4457, 0.0129], [-4.1636, -3.0783, 0.7635], [-4.0166, -1.6808, 0.8740], [-2.6907, -1.3094, 0.6182], [-2.2409, -0.1874, 0.7673], [-2.0301, -2.5530, 0.2094], [-2.9388, -3.5391, 0.2739], [-2.7981, -4.9696, -0.1165], [-4.8680, -0.9714, 1.7618], [-5.5482, -1.6384, 2.7727], [-6.3707, -0.9166, 3.6263], [-6.5010, 0.4549, 3.4808], [-5.8095, 1.1101, 2.4708], [-4.9962, 0.4045, 1.5987], [-6.2233, -2.9761, 0.4891], [-5.4973, -4.5244, 0.0596], [-5.2979, -3.1166, -1.0278], [-0.9891, -2.6318, -0.0579], [-1.7617, -5.1832, -0.3642], [-3.4053, -5.1871, -0.9976], [-3.1137, -5.6355, 0.6869], [-5.4132, -2.7029, 2.8928], [-6.8979, -1.4342, 4.4170], [-7.1374, 1.0151, 4.1531], [-5.9009, 2.1812, 2.3495], [-4.4538, 0.9024, 0.8108]], "lowdin_charge": [1.47, -0.11, -0.11, -0.21, -0.05, -0.12, -0.07, -0.18, -0.31, -0.11, 0.02, -0.58, -0.46, -0.14, -0.04, -0.11, -0.13, -0.10, -0.04, -0.38, -0.18, 0.08, 0.07, 0.09, 0.10, 0.08, 0.10, 0.10, 0.10, 0.09, 0.09, 0.09, 0.10, -0.02, -0.09, 0.04, -0.42, -0.16, 0.09, -0.27, -0.01, -0.19, -0.03, -0.09, -0.10, -0.07, 0.00, 0.08, 0.09, 0.10, 0.12, 0.09, 0.08, 0.09, 0.11, 0.10, 0.10, 0.10, 0.12]}

What is the formula in the second record?
C13H24BrO10S2